## i
The following is a DFT calculation (ωB97M-V/def2-TZVPD) of a 2-piece molecular cluster, C6H8N overall.

The geometry in XYZ format:
```
15
Properties=species:S:1:pos:R:3:lowdin_charge:R:1
C -3.553 -0.461 0.018 -0.0559
C -2.513 0.014 0.328 0.0406
C 0.927 -1.302 -0.383 0.0399
C 1.841 -0.592 0.579 0.0013
C 0.343 1.365 -0.588 0.0021
C -0.317 0.944 0.642 0.0822
N 0.687 0.086 0.053 -0.1554
H -4.617 -0.314 -0.300 0.0669
H 1.401 -1.297 -1.281 0.0933
H 0.133 -2.103 -0.244 0.1738
H 1.922 -0.911 1.571 0.1178
H 2.866 -0.462 0.107 0.1680
H -0.108 1.265 -1.546 0.1301
H 1.059 2.267 -0.448 0.1820
H -0.072 1.500 1.491 0.1134
```

Calculated values
net charge: +1
HOMO-LUMO gap (alpha / beta): 8.306 / 8.307 eV
highest occupied orbital energy (alpha / beta): -14.25 / -14.25 eV
spin multiplicity: 1

## ii
The following is a DFT calculation (ωB97M-V/def2-TZVPD) of an isolated ion of composition C6H8N and charge +1.

The geometry in XYZ format:
```
15
Properties=species:S:1:pos:R:3:lowdin_charge:R:1
C -2.251 -1.226 -0.425 0.3413
N -1.424 -0.486 -0.104 0.1733
C -0.343 0.227 0.160 -0.4421
C -0.326 1.571 -0.561 0.0244
C 0.302 -0.035 1.486 0.0030
C 0.969 -0.524 0.392 -0.2316
C 1.800 -0.988 -0.471 0.1188
H -2.971 -2.004 -0.819 0.1710
H -0.807 1.581 -1.521 0.0766
H 0.842 1.749 -0.698 0.1439
H -0.717 2.420 0.075 0.1097
H -0.107 -0.803 2.144 0.1497
H 0.794 0.749 2.042 0.1474
H 1.495 -0.844 -1.562 0.1275
H 2.745 -1.387 -0.139 0.0871
```

Calculated values
net charge: +1
HOMO-LUMO gap: 10.044 eV
highest occupied orbital energy: -14.39 eV
spin multiplicity: 1

Most stable pick: ii. Distance to second place: 524.3 kJ/mol.

## i
The following is a DFT calculation (ωB97M-V/def2-TZVPD) of the molecule CH4N2O.

The geometry in XYZ format:
```
8
Properties=species:S:1:pos:R:3:lowdin_charge:R:1
O 0.136 0.937 1.247 0.0022
C 0.373 0.034 0.241 -0.4788
N -0.107 0.133 -1.185 -0.0160
N -0.490 -0.956 -0.309 -0.0534
H -0.766 1.215 1.406 0.0949
H 1.676 -0.247 0.305 0.2138
H -0.951 0.748 -1.304 0.1002
H 0.129 -1.865 -0.403 0.1371
```

Calculated values
net charge: 0
HOMO-LUMO gap: 10.554 eV
highest occupied orbital energy: -9.63 eV
spin multiplicity: 1

## ii
The following is a DFT calculation (ωB97M-V/def2-TZVPD) of the molecule CH4N2O.

The geometry in XYZ format:
```
8
Properties=species:S:1:pos:R:3:lowdin_charge:R:1
H 1.185 0.751 -0.959 0.0882
N 1.302 0.888 0.105 0.0734
C 0.594 0.086 0.701 -0.3332
N -0.591 -0.471 0.167 -0.1107
O -0.841 -0.150 -1.115 -0.0613
H 0.679 -0.088 1.792 0.1173
H -0.665 -1.418 0.329 0.0884
H -1.663 0.402 -1.019 0.1379
```

Calculated values
net charge: 0
HOMO-LUMO gap: 10.503 eV
highest occupied orbital energy: -9.61 eV
spin multiplicity: 1

Most stable pick: ii. Distance to second place: 75.4 kJ/mol.

## i
The following is a DFT calculation (ωB97M-V/def2-TZVPD) of the molecule C6H4O.

The geometry in XYZ format:
```
11
Properties=species:S:1:pos:R:3:lowdin_charge:R:1
C 0.171 -0.776 2.946 0.1489
C 0.030 -0.446 1.796 -0.0508
C -0.108 -0.070 0.433 -0.2773
C 0.775 0.186 -0.526 -0.0123
C -0.014 0.485 -1.762 -0.1915
C -1.471 0.390 -1.349 0.0028
O -1.437 0.057 -0.074 -0.0245
H 0.304 -1.068 3.965 0.0367
H 1.851 0.168 -0.413 0.1225
H 0.149 -0.244 -2.569 0.1244
H 0.180 1.469 -2.208 0.1211
```

Calculated values
net charge: 0
HOMO-LUMO gap: 9.378 eV
highest occupied orbital energy: -8.91 eV
spin multiplicity: 1

## ii
The following is a DFT calculation (ωB97M-V/def2-TZVPD) of the molecule C6H4O.

The geometry in XYZ format:
```
11
Properties=species:S:1:pos:R:3:lowdin_charge:R:1
C -2.331 -0.143 -0.799 -0.0823
C -0.992 0.095 -0.271 -0.0282
C 0.110 0.280 0.187 0.0392
C 1.382 0.521 0.813 -0.4941
O 1.709 1.553 1.336 0.1319
C 2.028 -1.178 1.256 0.1200
C 2.689 -0.484 0.432 -0.0452
H -2.620 0.648 -1.498 0.0854
H -3.054 -0.149 0.023 0.0883
H -2.386 -1.106 -1.314 0.0843
H 3.465 -0.037 -0.164 0.1007
```

Calculated values
net charge: 0
HOMO-LUMO gap: 9.372 eV
highest occupied orbital energy: -10.24 eV
spin multiplicity: 1

Most stable pick: i. Distance to second place: 120.3 kJ/mol.

## i
The following is a DFT calculation (ωB97M-V/def2-TZVPD) of the molecule C3H7NO3.

The geometry in XYZ format:
```
14
Properties=species:S:1:pos:R:3:lowdin_charge:R:1
C 1.237 0.825 0.798 -0.0271
C 1.051 -0.294 -0.224 -0.4044
O 1.317 0.125 -1.553 0.0105
O -0.213 -0.956 -0.090 0.0476
C -1.342 -0.237 -0.226 -0.6175
N -2.411 -1.040 -0.009 0.1775
O -1.443 0.953 -0.464 0.0787
H 0.685 1.728 0.519 0.0823
H 0.896 0.512 1.790 0.0939
H 2.290 1.117 0.856 0.0857
H 1.800 -1.061 -0.004 0.1458
H 1.746 0.996 -1.512 0.1017
H -3.339 -0.649 -0.065 0.1158
H -2.273 -2.019 0.185 0.1095
```

Calculated values
net charge: 0
HOMO-LUMO gap: 11.035 eV
highest occupied orbital energy: -10.19 eV
spin multiplicity: 1

## ii
The following is a DFT calculation (ωB97M-V/def2-TZVPD) of a 2-piece molecular cluster, C3H7NO3 overall.

The geometry in XYZ format:
```
14
Properties=species:S:1:pos:R:3:lowdin_charge:R:1
C -1.022 -1.257 -1.482 -0.0268
C -0.880 -0.594 -0.158 -0.4811
O -1.684 -0.615 0.809 0.0566
N 0.242 0.194 0.052 0.1066
C 1.064 0.834 -0.841 -0.2775
O 2.006 1.617 -0.511 -0.0353
H -0.886 -0.594 -2.441 0.1166
H -2.057 -1.730 -1.325 0.1119
H -0.211 -2.042 -1.594 0.1038
H 0.423 0.556 0.961 0.0822
H 1.428 0.306 -1.901 0.1819
O 0.197 0.887 2.891 -0.0519
H 0.302 1.863 2.862 0.0737
H 1.079 0.574 2.676 0.0393
```

Calculated values
net charge: 0
HOMO-LUMO gap: 10.484 eV
highest occupied orbital energy: -10.22 eV
spin multiplicity: 1

Most stable pick: i. Distance to second place: 161.3 kJ/mol.

## i
The following is a DFT calculation (ωB97M-V/def2-TZVPD) of ClNi as an isolated structure.

The geometry in XYZ format:
```
2
Properties=species:S:1:pos:R:3:lowdin_spin:R:1
Ni 8.064 18.821 -38.020 1.5911
Cl 8.330 18.420 -36.142 0.4089
```

Calculated values
net charge: +1
HOMO-LUMO gap (alpha / beta): 9.989 / 8.170 eV
highest occupied orbital energy (alpha / beta): -17.71 / -17.42 eV
spin multiplicity: 3

## ii
The following is a DFT calculation (ωB97M-V/def2-TZVPD) of ClNi as an isolated structure.

The geometry in XYZ format:
```
2
Properties=species:S:1:pos:R:3:lowdin_spin:R:1
Ni -0.236 0.921 -0.564 1.5427
Cl 0.236 -0.921 0.564 0.4573
```

Calculated values
net charge: +1
HOMO-LUMO gap (alpha / beta): 9.348 / 7.399 eV
highest occupied orbital energy (alpha / beta): -17.32 / -17.05 eV
spin multiplicity: 3

Most stable pick: i. Distance to second place: 13.5 kJ/mol.